Entry 1:
# C9H17N2O2S

A cluster of 2 separate species, C9H17N2O2S in total at a distorted geometry (ωB97M-V/def2-TZVPD, OMol25).

Positions of all 31 atoms, in Å:
C: -0.7571 3.9498 -2.3585
C: 0.0396 0.2688 -1.8993
C: 0.8955 3.0045 -1.1575
C: 1.2670 -1.3524 2.4094
C: -1.5386 -2.5188 -1.7337
C: 0.3570 -0.5370 1.4351
C: 0.8396 0.8964 1.2510
C: -0.2286 1.9766 0.7514
C: -1.6429 -1.1938 -2.4881
N: 0.4458 3.9456 -2.1329
N: -0.1999 2.1414 -0.7290
O: 1.0130 0.3936 -2.4707
O: -0.9981 -0.1958 -1.5567
S: -1.7080 2.7242 -1.3475
H: -1.2580 4.6614 -3.0534
H: 1.7243 2.5136 -1.7124
H: 1.2563 3.6442 -0.4513
H: 1.8087 -0.7345 3.0508
H: 1.9434 -2.0142 1.8301
H: 0.5886 -2.0365 3.0175
H: -0.6072 -3.0543 -1.5814
H: -1.8414 -2.1158 -0.6936
H: -2.3578 -3.2129 -2.1490
H: 0.2286 -1.0405 0.4533
H: -0.6296 -0.6294 1.8934
H: 1.1717 1.2002 2.2708
H: 1.9238 0.9614 0.8201
H: -1.2519 1.7097 1.1113
H: 0.0347 2.8983 1.3066
H: -2.7107 -1.0155 -2.3743
H: -1.2651 -1.1857 -3.5355

* highest occupied orbital energy: -12.44 eV
* F_max: 3.60 eV/Å
* total charge: +1
* spin multiplicity: 1

Entry 2:
# C9H17N3O11P2Sc

A structure of composition C9H17N3O11P2Sc (ωB97M-V/def2-TZVPD, OMol25).

Positions of all 43 atoms, in Å:
Sc: -0.4292 0.1688 -0.2201
C: -4.8679 -1.8425 -0.8026
C: -3.4589 -1.3039 -0.9891
O: -3.0123 -1.6746 -2.3062
P: -3.4502 0.5135 -1.1018
O: -4.2962 0.9272 -2.3598
O: -4.2833 1.0572 0.1036
O: -2.0390 1.0405 -1.1923
P: -2.3335 -1.9524 0.3584
O: -0.9426 -2.2230 -0.5037
O: -2.8997 -3.0946 1.0536
O: -1.7758 -0.6909 1.0448
H: -5.5155 -1.4787 -1.6002
H: -5.2718 -1.5415 0.1621
H: -4.8286 -2.9291 -0.8372
H: -2.0453 -1.6510 -2.3468
H: -3.8937 0.7136 -3.2121
H: -4.6799 1.9346 0.0320
H: -0.7780 -3.1126 -0.8423
N: 1.8341 0.7234 4.0598
C: 0.8115 0.4268 3.0798
C: 0.5576 1.6832 2.2709
O: 0.9364 2.7855 2.8219
O: -0.0131 1.6879 1.1735
H: 1.6897 0.2444 4.9362
H: 1.4222 2.4995 3.6477
H: 2.7571 0.5150 3.6977
H: -0.1337 0.1718 3.5656
H: 1.0603 -0.3824 2.3893
C: 5.3233 0.9729 -0.2675
N: 4.0219 0.6191 -0.8357
C: 3.8613 0.4138 -2.1662
C: 2.6692 0.0916 -2.7250
C: 1.5803 -0.0343 -1.8215
O: 0.3611 -0.2502 -2.1557
N: 1.7622 0.1036 -0.4915
C: 2.9571 0.4805 0.0554
O: 3.1104 0.6895 1.2486
H: 5.9898 1.2712 -1.0718
H: 5.7464 0.1242 0.2671
H: 5.1986 1.7975 0.4279
H: 4.7560 0.5433 -2.7603
H: 2.5418 -0.0387 -3.7863

* highest occupied orbital energy: -12.28 eV
* F_max: 0.35 eV/Å
* total charge: +1
* spin multiplicity: 1

Entry 3:
# C9H17N3O4

The molecule C9H17N3O4 at a distorted geometry (ωB97M-V/def2-TZVPD, OMol25).

Positions of all 33 atoms, in Å:
C: 1.6521 -2.8212 -2.7697
N: 1.2928 -2.0961 -1.4502
C: 2.0125 -1.4352 -0.6313
O: 3.1869 -1.4858 -0.7951
C: 1.3513 -0.6572 0.4819
N: -0.0893 -0.2010 0.2612
C: -1.0239 -0.4444 1.1832
O: -0.6904 -0.7029 2.3807
C: -2.5028 -0.3478 0.8126
N: -3.1487 0.9621 0.5913
C: -2.6909 1.7240 -0.4497
C: -3.2931 2.9668 -0.8937
O: -1.8491 1.2670 -1.2188
C: 2.3105 0.5306 0.8578
C: 1.8956 1.2121 2.2122
O: 3.5453 -0.0754 1.3332
H: 2.4379 -2.2933 -3.2372
H: 2.0872 -3.8549 -2.5847
H: 0.6956 -2.9898 -3.3137
H: 0.3528 -2.2850 -1.1227
H: 1.3849 -1.4049 1.2875
H: -0.3163 0.3204 -0.6052
H: -2.7501 -0.9420 -0.1259
H: -3.0593 -0.8245 1.6058
H: -3.7207 1.2803 1.2373
H: -3.2026 3.0667 -2.0360
H: -4.4769 2.9991 -0.6922
H: -2.9004 3.8326 -0.4314
H: 2.4685 1.1770 0.0293
H: 1.3068 2.0652 1.9567
H: 2.6761 1.5425 2.8501
H: 1.2181 0.5076 2.6641
H: 3.8393 -0.5925 0.6128

* highest occupied orbital energy: -9.20 eV
* F_max: 6.94 eV/Å
* SMILES: CNC(=O)[C@H](NC(=O)CNC(C)=O)[C@@H](C)O
* spin multiplicity: 1

Orbital gap list, top to bottom, in eV: 8.83; 9.58; 9.67